No. 1
Entry from OMol25: 2 unconnected molecules or ions with the total composition C14H16O (wB97M-V/def2-TZVPD).

CARTESIAN COORDINATES (ANGSTROEM)
C: -0.389 2.635 2.956
C: -1.418 3.239 0.758
C: -1.380 2.374 1.863
C: -2.337 2.990 -0.252
C: -3.410 2.094 -0.056
C: -2.151 1.218 1.881
C: -3.167 1.164 0.926
O: -4.231 1.995 -1.154
H: -0.746 4.093 0.648
H: -2.183 3.445 -1.213
H: -0.637 3.621 3.377
H: 0.670 2.698 2.687
H: -2.159 0.553 2.731
H: -4.946 1.404 -0.902
H: -3.818 0.292 0.928
H: -0.337 1.875 3.749
C: 1.222 -0.844 -2.517
C: 3.164 -3.859 -0.123
C: 3.044 -2.534 0.319
C: 2.393 -4.248 -1.218
C: 2.536 -1.566 -0.573
C: 1.775 -3.322 -2.005
C: 1.803 -1.938 -1.696
H: 3.696 -4.423 0.625
H: 3.441 -2.235 1.284
H: 2.259 -5.309 -1.418
H: 2.640 -0.505 -0.364
H: 1.400 -3.542 -2.998
H: 0.947 -0.052 -1.795
H: 0.383 -0.917 -3.235
H: 1.936 -0.399 -3.216

Forces on atoms 1 to 2 (eV/Å):
C 0.52 0.47 0.83
C -0.63 -0.61 -0.22

Output
Lowest unoccupied orbital energy, eV: 0.71
HOMO-LUMO gap, eV: 9.148
Structure (SMILES): Cc1ccc(O)cc1.Cc1ccccc1
HOMO energy, eV: -8.441
Molar mass, g/mol: 200.281
Charge: 0
Total energy, eV: -16823.572
Maximum force, Eh/bohr: 0.0730
Relative energy (zero: lowest compared OMol25 entry of this formula, charge and spin), kJ/mol: 160.5

The net atomic charges from Mulliken, expressed in e, are: number 1, C, carries -1.353; number 2, C, carries -0.630; number 3, C, carries 1.049; number 4, C, carries -0.217; number 5, C, carries 0.249; number 6, C, carries -0.964; number 7, C, carries -0.226; number 8, O, carries -0.494; number 9, H, carries 0.366; number 10, H, carries 0.392; number 11, H, carries 0.305; number 12, H, carries 0.304; number 13, H, carries 0.326; number 14, H, carries 0.310; number 15, H, carries 0.244; number 16, H, carries 0.341; number 17, C, carries -1.377; number 18, C, carries -0.507; number 19, C, carries -0.394; number 20, C, carries -0.324; number 21, C, carries -0.489; number 22, C, carries -0.367; number 23, C, carries 0.866; number 24, H, carries 0.334; number 25, H, carries 0.350; number 26, H, carries 0.332; number 27, H, carries 0.344; number 28, H, carries 0.318; number 29, H, carries 0.257; number 30, H, carries 0.371; number 31, H, carries 0.284



No. 2
Entry from OMol25: 3 unconnected molecules or ions with the total composition C34H81B2BrN10O6P3 (wB97M-V/def2-TZVPD).

CARTESIAN COORDINATES (ANGSTROEM)
C: 4.624 1.834 4.863
C: 3.919 2.350 4.021
C: 2.938 2.806 2.910
C: 2.640 1.850 1.665
B: 3.874 0.832 1.276
N: 3.744 -0.207 0.212
O: 5.180 0.846 1.821
C: 2.638 2.898 0.435
B: 4.068 3.026 -0.361
N: 5.198 3.779 0.192
O: 4.273 2.404 -1.655
C: 1.523 2.722 -0.672
N: 0.198 2.634 0.055
N: -0.281 3.787 0.633
C: 0.031 4.224 1.980
C: -0.563 4.901 -0.245
C: 0.031 6.341 0.139
O: -1.161 4.852 -1.302
C: 0.059 1.322 0.825
C: -1.422 1.283 1.393
C: -2.619 1.268 0.348
C: -3.144 2.685 -0.162
C: -4.746 2.588 -0.360
C: -5.419 3.478 0.776
C: -6.897 2.973 1.089
C: -7.323 3.633 2.483
C: 0.063 0.143 -0.293
C: -0.415 -1.273 0.166
C: 0.765 -2.355 0.286
Br: -1.599 -1.976 -1.304
C: 1.251 0.985 1.811
P: 0.791 0.563 3.608
C: -0.219 -1.055 3.699
O: 2.166 -0.031 4.461
H: 5.007 1.285 5.761
H: 3.386 3.816 2.616
H: 1.997 3.102 3.481
H: 3.282 0.217 -0.602
H: 4.684 -0.447 -0.144
H: 5.521 1.765 1.913
H: 2.479 3.985 0.757
H: 4.882 4.727 0.437
H: 5.850 3.933 -0.596
H: 3.738 2.907 -2.306
H: 1.691 1.908 -1.428
H: 1.589 3.672 -1.305
H: -0.447 2.469 -0.757
H: 1.001 4.760 2.180
H: -0.787 4.931 2.339
H: -0.014 3.368 2.731
H: 0.005 6.991 -0.785
H: 1.139 6.207 0.376
H: -0.535 6.837 0.976
H: -1.640 0.380 2.048
H: -1.677 2.140 2.103
H: -2.511 0.614 -0.556
H: -3.515 0.831 0.909
H: -2.886 3.551 0.506
H: -2.745 2.798 -1.224
H: -5.119 1.524 -0.359
H: -4.983 3.013 -1.391
H: -4.787 3.324 1.714
H: -5.369 4.563 0.455
H: -6.881 1.838 1.150
H: -7.551 3.317 0.232
H: -6.986 4.715 2.437
H: -6.718 3.115 3.294
H: -8.433 3.541 2.640
H: -0.498 0.427 -1.226
H: 1.150 0.023 -0.614
H: -1.018 -1.379 1.097
H: 0.334 -3.387 0.434
H: 1.432 -2.156 1.179
H: 1.317 -2.360 -0.696
H: 1.611 -0.060 1.505
H: 0.057 -1.784 2.879
H: -1.338 -0.848 3.744
H: -0.008 -1.608 4.672
H: 2.579 -0.684 3.846
O: -3.707 1.772 -3.663
P: -3.335 1.726 -5.151
N: -4.754 0.942 -5.655
C: -5.062 -0.467 -5.734
C: -5.956 1.767 -5.708
N: -1.912 0.786 -4.884
C: -1.705 -0.618 -5.197
C: -1.191 1.101 -3.654
N: -2.886 1.796 -6.847
C: -3.171 0.873 -7.926
C: -1.810 2.737 -7.154
H: -5.698 -0.659 -6.604
H: -5.582 -0.830 -4.839
H: -4.183 -1.087 -5.891
H: -6.019 2.280 -6.675
H: -5.950 2.530 -4.924
H: -6.871 1.187 -5.575
H: -2.464 -1.259 -4.738
H: -0.742 -0.972 -4.821
H: -1.653 -0.793 -6.270
H: -1.611 0.560 -2.792
H: -1.230 2.171 -3.436
H: -0.132 0.842 -3.735
H: -3.026 -0.173 -7.662
H: -2.527 1.058 -8.789
H: -4.197 0.994 -8.285
H: -0.829 2.254 -7.080
H: -1.827 3.577 -6.456
H: -1.919 3.163 -8.155
O: 2.062 -4.704 2.075
P: 2.785 -5.583 3.105
N: 4.355 -5.154 2.615
C: 5.202 -5.727 1.594
C: 4.814 -3.832 3.024
N: 2.102 -7.048 2.509
C: 2.769 -8.087 1.745
C: 0.715 -6.943 2.043
N: 3.546 -6.535 4.371
C: 4.808 -7.245 4.373
C: 2.648 -6.939 5.452
H: 6.248 -5.696 1.920
H: 5.123 -5.193 0.640
H: 4.999 -6.779 1.413
H: 5.252 -3.879 4.028
H: 3.986 -3.115 3.051
H: 5.566 -3.419 2.348
H: 3.237 -7.694 0.837
H: 2.063 -8.852 1.414
H: 3.493 -8.634 2.345
H: 0.664 -6.596 1.000
H: 0.143 -6.250 2.659
H: 0.206 -7.906 2.106
H: 4.992 -7.821 3.469
H: 4.864 -7.955 5.202
H: 5.646 -6.555 4.512
H: 2.175 -7.903 5.234
H: 1.857 -6.198 5.588
H: 3.173 -7.012 6.408

Forces on atoms 1 to 2 (eV/Å):
C -0.68 -0.14 0.66
C -0.57 -0.79 -0.70

Output
Lowest unoccupied orbital energy, eV: -2.61
HOMO-LUMO gap, eV: 6.962
HOMO energy, eV: -9.576
Molar mass, g/mol: 920.536
Charge: +1
Total energy, eV: -163005.018
Maximum force, Eh/bohr: 0.1412

Atomic partial charges in e from the Mulliken method, atoms 1 to 99: number 1, C, carries 0.012; number 2, C, carries -1.456; number 3, C, carries -0.331; number 4, C, carries 1.870; number 5, B, carries 0.332; number 6, N, carries -0.345; number 7, O, carries -0.779; number 8, C, carries -0.640; number 9, B, carries 1.240; number 10, N, carries -0.535; number 11, O, carries -0.631; number 12, C, carries -1.577; number 13, N, carries 1.136; number 14, N, carries 0.459; number 15, C, carries -1.292; number 16, C, carries 0.071; number 17, C, carries -1.089; number 18, O, carries -0.447; number 19, C, carries 0.110; number 20, C, carries -0.188; number 21, C, carries -0.848; number 22, C, carries 0.415; number 23, C, carries -0.909; number 24, C, carries -0.541; number 25, C, carries -0.425; number 26, C, carries -1.039; number 27, C, carries 0.323; number 28, C, carries -0.048; number 29, C, carries -1.312; number 30, Br, carries -0.071; number 31, C, carries 1.143; number 32, P, carries -0.418; number 33, C, carries -0.632; number 34, O, carries -0.412; number 35, H, carries 0.395; number 36, H, carries 0.423; number 37, H, carries 0.301; number 38, H, carries 0.159; number 39, H, carries 0.307; number 40, H, carries 0.266; number 41, H, carries 0.021; number 42, H, carries 0.244; number 43, H, carries 0.235; number 44, H, carries 0.302; number 45, H, carries 0.510; number 46, H, carries 0.576; number 47, H, carries 0.121; number 48, H, carries 0.288; number 49, H, carries 0.451; number 50, H, carries 0.284; number 51, H, carries 0.375; number 52, H, carries 0.223; number 53, H, carries 0.312; number 54, H, carries 0.054; number 55, H, carries 0.370; number 56, H, carries -0.118; number 57, H, carries 0.476; number 58, H, carries 0.188; number 59, H, carries -0.238; number 60, H, carries 0.431; number 61, H, carries 0.309; number 62, H, carries 0.245; number 63, H, carries 0.287; number 64, H, carries 0.314; number 65, H, carries 0.287; number 66, H, carries 0.264; number 67, H, carries 0.269; number 68, H, carries 0.357; number 69, H, carries -1.230; number 70, H, carries 0.202; number 71, H, carries 0.513; number 72, H, carries 0.578; number 73, H, carries -0.026; number 74, H, carries 0.328; number 75, H, carries -0.760; number 76, H, carries 0.091; number 77, H, carries 0.304; number 78, H, carries 0.402; number 79, H, carries 0.327; number 80, O, carries -0.792; number 81, P, carries 0.775; number 82, N, carries 0.381; number 83, C, carries -1.151; number 84, C, carries -1.170; number 85, N, carries 0.192; number 86, C, carries -1.118; number 87, C, carries -1.254; number 88, N, carries -0.069; number 89, C, carries -0.958; number 90, C, carries -1.144; number 91, H, carries 0.402; number 92, H, carries 0.299; number 93, H, carries 0.366; number 94, H, carries 0.272; number 95, H, carries 0.284; number 96, H, carries 0.440; number 97, H, carries 0.301; number 98, H, carries 0.412; number 99, H, carries 0.243



No. 3
Entry from OMol25: 2 unconnected molecules or ions with the total composition CHN4O3 (wB97M-V/def2-TZVPD).

CARTESIAN COORDINATES (ANGSTROEM)
C: 1.906 0.591 -0.266
N: 1.951 0.623 0.915
N: -0.453 0.093 -1.181
N: 1.829 -0.041 -1.390
N: -0.786 1.095 -0.467
O: 2.257 0.296 -2.460
O: -0.029 2.020 -0.393
O: -1.941 1.036 0.146
H: -1.029 -0.730 -1.118

Forces on atoms 1 to 2 (eV/Å):
C 0.24 1.37 5.89
N 0.47 0.38 -2.29

Output
Lowest unoccupied orbital energy (spin up / spin down), eV: 2.96 / 2.96
HOMO-LUMO gap (spin up / spin down), eV: 7.590 / 7.589
HOMO energy (spin up / spin down), eV: -4.629 / -4.631
Molar mass, g/mol: 117.044
Charge: -1
Total energy, eV: -13149.796
Maximum force, Eh/bohr: 0.1177
Relative energy (zero: lowest compared OMol25 entry of this formula, charge and spin), kJ/mol: 207.5

The net atomic charges from Mulliken, expressed in e, are: number 1, C, carries 0.649; number 2, N, carries -0.500; number 3, N, carries -0.723; number 4, N, carries 0.119; number 5, N, carries 1.175; number 6, O, carries -0.427; number 7, O, carries -0.695; number 8, O, carries -0.759; number 9, H, carries 0.160



No. 4
Entry from OMol25: 2 unconnected molecules or ions with the total composition C4H10ClFO7P (wB97M-V/def2-TZVPD).

CARTESIAN COORDINATES (ANGSTROEM)
O: 1.082 -3.557 0.663
C: -0.325 -3.583 0.664
C: -0.976 -2.291 1.275
C: 0.071 -1.235 1.699
P: 0.665 -0.046 0.386
F: 2.121 -0.716 -0.113
C: -0.419 -0.237 -1.132
O: -0.729 1.088 -1.639
O: 0.371 1.956 -1.474
H: 1.405 -2.893 0.055
H: -0.756 -3.770 -0.331
H: -0.603 -4.443 1.280
H: -1.486 -2.625 2.193
H: -1.766 -1.912 0.622
H: 0.957 -1.679 2.167
H: -0.389 -0.618 2.483
H: -1.387 -0.707 -0.949
H: 0.157 -0.732 -1.936
H: 0.904 1.954 -2.280
O: -0.111 5.326 -2.131
Cl: 0.220 5.207 -0.725
O: 0.226 6.524 -0.121
O: 1.532 4.609 -0.590
O: -0.765 4.378 -0.064

Forces on atoms 1 to 2 (eV/Å):
O 0.05 -0.58 0.04
C -0.64 0.45 0.09

Output
Lowest unoccupied orbital energy, eV: 2.60
HOMO-LUMO gap, eV: 8.005
HOMO energy, eV: -5.400
Molar mass, g/mol: 255.542
Charge: -1
Total energy, eV: -43162.547
Maximum force, Eh/bohr: 0.0312

The net atomic charges from Mulliken, expressed in e, are: number 1, O, carries -0.548; number 2, C, carries -0.404; number 3, C, carries -0.452; number 4, C, carries -0.913; number 5, P, carries 0.280; number 6, F, carries -0.358; number 7, C, carries -0.266; number 8, O, carries -0.310; number 9, O, carries -0.135; number 10, H, carries 0.334; number 11, H, carries 0.195; number 12, H, carries 0.343; number 13, H, carries 0.343; number 14, H, carries 0.302; number 15, H, carries 0.421; number 16, H, carries 0.443; number 17, H, carries 0.209; number 18, H, carries 0.251; number 19, H, carries 0.256; number 20, O, carries -0.676; number 21, Cl, carries 1.676; number 22, O, carries -0.679; number 23, O, carries -0.666; number 24, O, carries -0.645